w:
17
Properties=species:S:1:pos:R:3 method="wB97M-V/def2-TZVPD" homo_lumo_gap_ha=0.33722 lumo_energy_ev=0.1 homo_energy_ev=-9.1
S 1.172 -1.307 0.189
H -2.223 1.142 1.943
C 2.498 0.735 -1.138
C 0.588 0.180 0.880
H -3.657 0.809 0.968
C 2.482 -0.723 -1.165
C -2.286 -0.789 1.106
H -1.987 -0.636 -0.525
H -2.194 0.967 0.156
N -2.057 -1.503 0.060
S 1.451 1.507 0.315
H 2.152 -0.953 -2.168
H 2.146 1.137 -2.002
H -2.350 -1.141 2.137
H 3.589 1.159 -0.916
H 3.339 -1.214 -0.903
C -2.665 0.630 1.064

x:
17
Properties=species:S:1:pos:R:3 method="wB97M-V/def2-TZVPD" homo_lumo_gap_ha=0.34913 lumo_energy_ev=0.7 homo_energy_ev=-8.8 smiles=S[C@H]1[C@H]2CNC[C@]21S
N 0.608 1.371 -0.838
H -3.163 -0.118 -0.208
C -0.450 0.431 -1.343
H 0.160 -2.287 1.085
C 0.498 1.443 0.695
C 0.020 -0.125 1.064
S -2.426 -1.249 -0.169
H -1.535 0.761 -1.715
H -0.217 2.109 1.021
H -0.596 -0.039 1.978
C -0.808 -0.560 -0.178
C 0.381 -1.359 0.429
S 2.028 -1.672 -0.444
H 1.432 0.925 -1.016
H 1.516 1.788 1.235
H 2.581 -1.282 0.684
H -0.028 -0.135 -2.280

Which of them is most stable? Easy: x.

w:
17
Properties=species:S:1:pos:R:3 method="wB97M-V/def2-TZVPD" homo_lumo_gap_ha=0.30924 lumo_energy_ev=-0.3 homo_energy_ev=-8.7 smiles="C[C@@H]1NS[C@H](C)C1=S"
H -1.397 2.091 -1.867
H -0.450 2.500 0.429
C 0.183 -0.765 1.009
H -0.635 0.496 -1.896
H 0.875 -1.923 -0.676
H -1.394 -1.350 -0.158
C 0.964 -1.930 0.409
H 0.570 -2.868 0.791
S -1.975 0.658 0.759
C -0.544 1.500 0.012
S 2.211 1.078 0.519
H 0.301 -0.773 2.104
H 0.371 1.950 -1.874
H 2.015 -1.848 0.672
C 0.692 0.567 0.537
N -1.237 -0.891 0.735
C -0.552 1.509 -1.504

x:
17
Properties=species:S:1:pos:R:3 method="wB97M-V/def2-TZVPD" homo_lumo_gap_ha=0.33107 lumo_energy_ev=0.2 homo_energy_ev=-8.8 smiles=CSC(C)(C#N)SC
H -0.984 -0.652 2.116
C 2.336 1.298 -1.117
C -0.405 0.300 1.877
H -0.882 1.238 2.123
C 0.219 0.292 0.492
H 2.028 1.505 -2.242
S 1.139 1.756 0.187
N 1.075 -1.938 -0.457
H -3.291 -1.005 -1.105
S -1.513 0.472 -0.853
C -2.296 -1.122 -0.630
H -2.357 -1.356 0.406
C 0.676 -0.968 -0.057
H 3.347 1.788 -1.045
H 2.313 0.149 -1.009
H -1.876 -1.983 -1.263
H 0.473 0.227 2.578

Which of them is most stable? Easy: w.

w:
18
Properties=species:S:1:pos:R:3 method="wB97M-V/def2-TZVPD" homo_lumo_gap_ha=0.37389 lumo_energy_ev=0.8 homo_energy_ev=-9.4 smiles=CNCN.O.O
H -0.549 1.511 -0.883
N 1.031 0.152 -1.151
H 2.441 0.687 -2.525
C 1.632 1.183 -2.009
O -2.711 1.444 2.402
H 2.011 -2.440 0.239
N -1.093 -0.378 -0.067
H 2.025 2.010 -1.431
H 0.271 0.986 0.588
H -1.527 -0.675 -0.937
H -0.569 -1.198 0.236
H -3.590 1.499 2.013
H 0.929 1.600 -2.743
C -0.112 0.650 -0.370
H -2.224 0.950 1.729
H 1.939 -3.346 1.453
H 0.605 -0.489 -1.818
O 1.406 -2.720 0.936

x:
18
Properties=species:S:1:pos:R:3 method="wB97M-V/def2-TZVPD" homo_lumo_gap_ha=0.35118 lumo_energy_ev=0.6 homo_energy_ev=-9.0 smiles=NCCN.O.O
H -0.839 2.690 1.927
H 1.164 -0.138 0.300
H 0.719 2.293 2.132
H -2.394 -0.610 -1.653
H 3.501 -2.265 -1.554
O -3.061 -1.093 -2.143
O 3.340 -1.424 -1.172
H -0.264 -0.105 -1.577
N -0.228 1.946 2.189
H -3.701 -1.381 -1.487
H 0.355 1.370 -0.186
H 4.122 -0.953 -1.399
H -0.028 -0.086 2.399
C -0.430 0.607 1.664
C 0.217 0.402 0.292
N -0.686 -0.381 -0.691
H -0.290 -1.313 -0.582
H -1.498 0.440 1.542

y:
18
Properties=species:S:1:pos:R:3 method="wB97M-V/def2-TZVPD" homo_lumo_gap_ha=0.37331 lumo_energy_ev=0.7 homo_energy_ev=-9.4 smiles=CNCN.O.O
H -3.999 2.028 0.934
H -2.496 2.136 1.027
O -3.241 2.429 0.512
H 0.465 -0.314 -1.496
H 0.668 1.800 1.345
H 2.089 -2.569 -0.488
H 0.229 2.710 -0.163
H -0.963 -1.065 -0.821
H 0.043 -1.356 1.223
H -1.127 1.198 -0.855
C 0.530 1.754 0.277
H 3.461 -2.941 -1.021
C -0.082 -0.470 -0.554
O 2.699 -3.325 -0.594
N -0.569 0.838 -0.087
H 1.443 1.571 -0.307
N 0.645 -1.256 0.414
H 1.428 -0.705 0.748

Which of them is most stable? Easy: w.

w:
18
Properties=species:S:1:pos:R:3 method="wB97M-V/def2-TZVPD" homo_lumo_gap_ha=0.31510 lumo_energy_ev=0.7 homo_energy_ev=-7.9
C -0.359 -0.083 0.031
H -2.890 1.827 0.306
C 0.413 -0.993 0.949
N -2.286 1.386 -0.376
C 1.696 -0.360 1.535
H 1.956 -0.872 2.454
C 0.495 -0.545 -2.293
H 2.460 -0.332 0.763
H -1.666 2.078 -0.770
H -0.367 -0.942 -2.825
C -1.567 0.400 0.332
H 0.590 1.336 -1.282
H 0.592 -1.971 0.489
C 0.391 0.259 -1.208
H 1.381 0.664 1.745
H -0.264 -1.286 1.763
H 1.423 -0.563 -2.860
H -1.996 -0.004 1.245

x:
18
Properties=species:S:1:pos:R:3 method="wB97M-V/def2-TZVPD" homo_lumo_gap_ha=0.33925 lumo_energy_ev=1.1 homo_energy_ev=-8.2 smiles="C=CC/C(C)=C/N"
H -0.757 -0.193 -2.056
C 0.073 0.658 -0.230
C 0.233 1.871 0.740
H 0.469 -3.874 0.684
H -0.814 2.240 0.766
N -2.082 1.507 -1.131
H -2.976 1.062 -0.982
C 1.145 -0.444 0.049
H 1.444 -2.496 1.645
C 0.691 -2.775 0.805
C -0.942 0.545 -1.130
H -1.905 2.204 -0.454
H 0.084 -2.073 -1.059
H 0.891 2.633 0.297
H 2.012 -0.226 -0.600
H 1.487 -0.208 1.097
C 0.450 -1.790 -0.103
H 0.497 1.359 1.663

y:
18
Properties=species:S:1:pos:R:3 method="wB97M-V/def2-TZVPD" homo_lumo_gap_ha=0.41426 lumo_energy_ev=1.0 homo_energy_ev=-10.3 smiles="C=C[C@H](C#N)CC.[H][H]"
H -1.339 -1.660 0.459
N -0.079 2.627 0.078
C -2.516 0.063 0.650
H 2.608 0.912 -0.099
H 0.842 -0.457 -1.293
H -1.327 0.225 -2.725
C 0.017 0.063 0.645
C 1.076 -0.632 -0.236
H 0.994 -1.712 -0.066
C -1.356 -0.576 0.560
C 2.491 -0.162 0.084
H 0.354 -0.022 1.689
H 3.227 -0.690 -0.530
H -1.660 0.205 -2.061
H 2.736 -0.352 1.136
H -2.569 1.144 0.752
C -0.039 1.501 0.339
H -3.459 -0.476 0.620

z:
18
Properties=species:S:1:pos:R:3 method="wB97M-V/def2-TZVPD" homo_lumo_gap_ha=0.32886 lumo_energy_ev=1.1 homo_energy_ev=-7.8 smiles="C=CNC/C=C/C"
H -3.478 -0.702 0.699
C 1.624 -0.933 -1.029
H 0.122 2.084 -0.222
H 3.471 -0.693 -2.046
H -0.414 -0.583 1.304
C -2.933 -0.045 1.379
H -2.025 1.427 -0.117
N 1.371 0.395 -0.782
C 0.594 1.165 0.158
H -2.423 -0.756 2.023
H -3.520 0.616 1.995
H 1.193 1.542 1.002
C -0.521 0.359 0.758
H 1.938 0.985 -1.379
H 3.135 -2.412 -1.557
H 0.883 -1.694 -1.263
C 2.809 -1.382 -1.506
C -1.826 0.626 0.582

Which of them is most stable? Easy: y.

w:
18
Properties=species:S:1:pos:R:3 method="wB97M-V/def2-TZVPD" homo_lumo_gap_ha=0.29628 lumo_energy_ev=1.0 homo_energy_ev=-7.1
C 0.511 0.346 1.714
C 0.203 0.082 -0.737
H 0.778 -1.449 0.748
H -3.219 0.083 -0.023
N -0.573 0.902 1.651
C 2.539 -0.310 0.300
H -2.120 -1.299 -0.153
C -2.337 -0.301 -0.551
C 1.031 -0.402 0.523
H 2.842 -0.963 -0.526
H 0.813 0.837 -1.246
H 2.832 0.715 0.044
H 3.090 -0.609 1.196
H -2.635 -0.427 -1.604
H -1.330 1.622 -0.816
C -1.145 0.619 -0.421
H -1.415 1.343 1.302
H 0.134 -0.789 -1.402

x:
18
Properties=species:S:1:pos:R:3 method="wB97M-V/def2-TZVPD" homo_lumo_gap_ha=0.38717 lumo_energy_ev=0.9 homo_energy_ev=-9.6 smiles="C=C(CC)CC#N.[H][H]"
N -0.790 1.166 2.785
H 0.846 -1.548 -0.556
C -0.507 1.169 -0.832
H -2.470 -0.175 0.425
H 3.092 -0.521 -0.094
H -1.447 -0.610 -1.831
H -1.835 -1.196 -1.584
C -1.141 0.441 1.957
H 1.006 -1.087 1.127
C -1.464 -0.402 0.798
H -1.497 1.612 -0.940
H 2.301 0.969 0.463
C -0.325 0.103 -0.061
H 2.185 0.479 -1.238
H -1.412 -1.470 1.053
H 0.305 1.638 -1.371
C 2.207 0.109 -0.209
C 0.946 -0.676 0.109

y:
18
Properties=species:S:1:pos:R:3 method="wB97M-V/def2-TZVPD" homo_lumo_gap_ha=0.21490 lumo_energy_ev=-1.4 homo_energy_ev=-7.2
H 0.211 -1.718 -0.621
H -2.587 -0.197 -0.729
H 0.309 2.283 -0.562
N 1.573 0.604 -1.114
H -1.061 0.238 -1.429
H -1.292 -0.814 2.023
C 1.538 0.478 0.386
H 0.407 -1.567 1.752
C -0.761 -1.422 -0.092
H -1.321 -2.394 0.117
H 0.304 1.429 1.970
H 2.086 2.758 -1.042
H 2.594 0.423 0.777
C -0.324 -0.781 1.318
C 1.352 1.949 -0.765
C -1.643 -0.660 -1.110
C 0.371 0.556 1.199
H -1.758 -1.165 -2.080

z:
18
Properties=species:S:1:pos:R:3 method="wB97M-V/def2-TZVPD" homo_lumo_gap_ha=0.31857 lumo_energy_ev=1.1 homo_energy_ev=-7.5 smiles="C=CCN/C=C/C"
C -0.059 0.650 -1.994
C -1.421 -1.339 2.764
H 1.536 1.052 0.635
H -1.429 -2.247 2.134
C 0.144 1.046 -3.249
H -2.457 -0.996 2.730
H 1.315 -0.914 -1.441
H 1.996 0.700 -1.344
H -0.710 1.314 -3.857
H -0.059 0.368 2.919
C 1.086 0.116 -1.162
H -0.466 -1.229 0.374
C -0.051 -0.393 0.922
H -1.027 0.694 -1.513
N 0.872 0.374 0.279
H 1.133 0.977 -3.675
C -0.490 -0.314 2.192
H -1.067 -1.792 3.691

Which of them is most stable? Easy: z.

w:
18
Properties=species:S:1:pos:R:3 method="wB97M-V/def2-TZVPD" homo_lumo_gap_ha=0.28475 lumo_energy_ev=0.7 homo_energy_ev=-7.0 smiles="C=C/C(=C/C)NC"
C -0.768 0.777 0.126
H 0.325 2.377 -1.144
C 1.335 -0.411 1.838
H -2.087 -0.112 -2.052
C -0.749 -1.387 -1.077
C 0.079 2.024 -0.092
H 2.401 -0.608 2.003
H -0.258 -2.412 -0.998
N 1.114 -0.698 0.363
C -0.102 -0.419 -0.100
H -0.437 2.821 0.459
H -1.819 0.953 0.338
C -1.681 -1.115 -2.053
H -1.948 -1.983 -2.768
H 1.557 -1.517 -0.019
H 0.776 -0.975 2.623
H 1.278 0.730 2.002
H 0.984 1.957 0.552

x:
18
Properties=species:S:1:pos:R:3 method="wB97M-V/def2-TZVPD" homo_lumo_gap_ha=0.32319 lumo_energy_ev=1.1 homo_energy_ev=-7.7
H -0.572 -1.871 -1.832
H 0.895 -0.093 -1.893
H -0.438 1.133 1.931
H 0.517 -1.718 1.601
C 0.041 0.317 1.401
C 0.045 0.422 -0.068
H 1.886 -0.544 -0.558
C -0.458 1.513 -0.669
C 0.849 -0.554 -0.906
H 0.970 -2.691 -1.462
H -0.358 1.610 -1.745
C 0.251 -1.941 -1.123
H -0.151 -2.393 -0.215
H -1.075 2.645 0.913
C 0.198 -0.812 2.098
H -1.695 3.117 -0.555
N -0.913 2.695 -0.079
H 0.007 -0.836 3.161

y:
18
Properties=species:S:1:pos:R:3 method="wB97M-V/def2-TZVPD" homo_lumo_gap_ha=0.32655 lumo_energy_ev=1.1 homo_energy_ev=-7.8 smiles="C/C=C(N)/C=C/C"
N 1.237 -0.851 0.883
H 0.369 1.291 -3.339
C -0.175 0.776 -0.431
H -0.078 2.676 -2.500
H -0.571 -1.708 2.829
H -2.222 -1.991 2.451
H -2.143 -0.779 0.425
H 1.668 2.426 -2.754
H 1.913 -0.135 0.652
C -1.229 -1.997 1.994
C -1.183 -0.969 0.889
C 0.732 1.925 -2.525
H 1.830 1.161 -0.818
C -0.055 -0.384 0.462
H -1.209 1.090 -0.577
C 0.814 1.304 -1.184
H 1.230 -0.852 1.903
H -0.927 -2.981 1.640

z:
18
Properties=species:S:1:pos:R:3 method="wB97M-V/def2-TZVPD" homo_lumo_gap_ha=0.45142 lumo_energy_ev=0.9 homo_energy_ev=-11.3 smiles=CCC[C@@H](C)C#N
C -0.690 0.773 -0.700
C 0.221 -0.367 -0.202
H -2.488 0.029 -1.675
H -1.672 1.318 -2.565
H -1.003 -0.323 -2.571
H -0.054 1.650 -0.891
H 0.286 0.198 1.878
C -1.721 1.146 0.279
C 0.997 -0.058 1.081
C -1.510 0.423 -1.961
H 0.928 -0.586 -1.014
H 2.409 -0.975 2.458
H -0.390 -1.268 -0.063
H 2.621 -1.487 0.776
H 1.271 -2.120 1.732
C 1.874 -1.225 1.536
H 1.625 0.830 0.927
N -2.644 1.376 0.939

Which of them is most stable? Easy: z.

w:
18
Properties=species:S:1:pos:R:3 method="wB97M-V/def2-TZVPD" homo_lumo_gap_ha=0.30633 lumo_energy_ev=1.0 homo_energy_ev=-7.3 smiles="C/C=C/C(C)=C/N"
H 0.857 -3.062 -0.531
H 0.233 2.661 -1.368
H -1.238 0.613 1.459
H 1.200 -3.567 1.116
H 0.878 -0.995 -1.330
C 0.325 0.778 -0.094
C 0.472 -3.059 0.560
C 0.305 -1.599 0.732
C 0.556 1.656 -1.356
H -1.195 2.903 -0.245
C -0.569 1.199 0.849
H 1.554 1.607 -1.635
H -0.371 -1.410 1.601
N -1.072 2.533 0.766
H -0.164 1.332 -2.240
H -1.833 2.674 1.404
C 0.562 -0.695 -0.287
H -0.499 -3.567 0.599

x:
18
Properties=species:S:1:pos:R:3 method="wB97M-V/def2-TZVPD" homo_lumo_gap_ha=0.16203 lumo_energy_ev=-1.6 homo_energy_ev=-6.0
C 0.771 0.507 -0.641
H 1.378 -1.576 3.475
C -1.926 1.414 -1.510
C 0.088 0.274 -1.955
H -0.277 -1.322 3.034
C 0.737 -1.535 2.669
H 0.770 -2.565 2.190
C 0.609 -0.425 0.354
H 0.438 1.035 -2.727
H -1.578 0.805 -0.621
H -2.998 1.593 -1.616
N -1.391 0.168 -1.958
H -1.366 2.368 -1.629
H 1.902 0.265 1.907
H 1.369 1.419 -0.387
H -0.173 -1.194 0.084
C 1.204 -0.529 1.641
H 0.444 -0.702 -2.311

Which of them is most stable? Easy: w.

w:
18
Properties=species:S:1:pos:R:3 method="wB97M-V/def2-TZVPD" homo_lumo_gap_ha=0.34409 lumo_energy_ev=0.7 homo_energy_ev=-8.6 smiles="C=N/C=C/CCC"
H -1.852 2.199 2.410
C 0.666 -1.060 -1.105
H 0.626 -4.268 -1.686
H 1.560 -3.151 -2.812
C -0.559 1.975 0.713
H -0.615 0.888 2.575
C 0.553 1.100 0.192
H -2.062 0.676 1.540
H 1.085 1.583 -0.635
H -0.187 2.980 0.906
H 1.524 -0.692 -1.688
N 0.224 -2.348 -1.371
C -1.327 1.388 1.915
C 0.915 -3.246 -1.928
C 0.107 -0.263 -0.200
H 1.351 0.989 0.945
H -0.689 -0.812 0.305
H -1.318 2.060 -0.075

x:
18
Properties=species:S:1:pos:R:3 method="wB97M-V/def2-TZVPD" homo_lumo_gap_ha="0.30567 / 0.30559" lumo_energy_ev="0.5 / 0.5" homo_energy_ev="-7.8 / -7.8"
H 1.946 -0.724 -0.263
H -0.136 2.719 1.294
H -0.613 3.496 -0.227
C 0.645 -2.418 -0.012
H 0.736 -0.923 -1.534
C 0.050 1.429 -0.454
H -1.188 -2.749 0.256
H -1.681 2.297 0.537
N -1.715 -1.571 0.463
H 0.762 -3.175 -0.774
H 0.429 0.222 1.292
C -1.314 -0.444 0.466
H 1.057 -2.702 0.955
C -0.635 2.551 0.331
H -0.433 1.306 -1.434
C 0.038 0.082 0.272
H 1.097 1.695 -0.652
C 0.903 -1.021 -0.455

y:
18
Properties=species:S:1:pos:R:3 method="wB97M-V/def2-TZVPD" homo_lumo_gap_ha=0.31722 lumo_energy_ev=1.0 homo_energy_ev=-7.6 smiles="C=C(/C=C/C)NC"
H -0.189 1.169 -1.507
N 0.236 1.335 -0.616
H 0.181 3.585 -0.745
H 0.276 -1.697 1.151
H 2.390 1.006 1.477
C 1.761 0.229 1.011
C 0.645 0.354 0.252
H -2.989 -2.426 0.187
H 1.751 2.803 -0.973
H 2.059 -0.830 1.177
H 0.988 3.005 0.542
C -1.966 -2.599 -0.141
H -1.839 -3.180 -1.106
C -0.231 -0.876 0.452
C 0.823 2.713 -0.523
H -1.534 -0.769 -1.227
C -1.230 -1.304 -0.291
H -1.569 -3.106 0.777

z:
18
Properties=species:S:1:pos:R:3 method="wB97M-V/def2-TZVPD" homo_lumo_gap_ha=0.27432 lumo_energy_ev=0.5 homo_energy_ev=-7.0 smiles="C/C=C/C=C/NC"
H 3.040 0.410 -1.683
C -2.497 0.213 2.355
H 0.109 1.234 1.409
H 0.943 -1.565 -2.094
C -1.836 0.468 1.070
C 1.968 -1.337 -1.773
H 2.548 -1.914 -2.544
C 0.113 0.053 -0.572
C 1.203 0.814 -0.887
H -2.794 -0.915 2.465
H -0.503 -0.490 -1.355
H 2.160 -1.672 -0.666
H -1.828 0.516 3.263
H 1.459 1.743 -0.513
N 2.162 0.127 -1.810
H -3.317 0.920 2.401
C -0.500 0.496 0.717
H -2.430 0.899 0.218

Which of them is most stable? Easy: w.

w:
18
Properties=species:S:1:pos:R:3 method="wB97M-V/def2-TZVPD" homo_lumo_gap_ha=0.34416 lumo_energy_ev=1.2 homo_energy_ev=-8.2 smiles="C/C=C/N1C[C@@H]1C"
H -1.950 0.717 1.681
C -1.690 0.211 -0.358
H 3.638 -0.872 -0.708
C -1.314 0.915 0.861
C 0.733 0.008 -0.298
H -3.572 -0.275 0.231
H -1.509 0.723 -1.309
H 3.920 0.115 0.767
H -0.847 1.943 0.788
H 3.222 0.773 -0.967
H -2.443 -1.582 0.300
N -0.535 -0.224 0.337
H -3.009 -1.095 -1.337
C 1.897 -0.094 0.393
C -2.721 -0.787 -0.272
C 3.270 -0.003 -0.148
H 0.874 0.306 -1.289
H 1.857 -0.376 1.450

x:
18
Properties=species:S:1:pos:R:3 method="wB97M-V/def2-TZVPD" homo_lumo_gap_ha=0.36836 lumo_energy_ev=1.2 homo_energy_ev=-8.8 smiles=C[C@@H]1C[C@@H]2CN2C1
H -1.198 -2.536 1.647
H 1.332 1.914 -1.694
C 0.128 -1.383 0.353
H -0.269 0.653 1.883
N -1.159 -0.654 0.336
H -1.461 1.356 0.760
H 1.428 1.163 0.565
H 0.471 -0.646 -1.626
C -0.629 0.634 0.869
H 0.098 2.755 -0.724
C 0.392 1.774 -1.145
C 0.916 -0.604 -0.641
C 0.589 0.814 -0.031
H 0.606 -1.246 1.317
H -1.699 -2.615 0.001
C -1.124 -2.083 0.693
H -0.401 1.466 -1.867
H 1.979 -0.763 -0.696

Which of them is most stable? Easy: w.